Entry 1:
# C3H7NO2

A cluster of 2 separate species, C3H7NO2 in total at a distorted geometry (wB97M-V/def2-TZVPD, the Open Molecules 2025 dataset).

Computed properties:
HOMO level: -10.165 eV
ΔE to the lowest compared entry with this formula, charge and spin: 2.3052 eV
HOMO-LUMO gap: 0.400 hartree
energy: -8808.22363 eV
total charge: 0
SMILES: O=CCNC=O.[H][H]

Structure (XYZ):
```
13
Properties=species:S:1:pos:R:3:forces:R:3:mulliken_charge:R:1
O 0.234701 1.773208 1.920406 0.2 0.1 -0.5 -0.458
C 0.318042 1.384719 0.782555 0.4 -0.2 0.8 -0.065
C -0.640257 0.423895 0.152885 -0.6 0.9 -0.1 -0.358
N 0.020649 -0.525159 -0.696807 0.6 -0.3 0.0 -0.083
C -0.281555 -0.780329 -1.989039 -0.5 0.4 -0.3 0.042
O -1.163081 -0.193852 -2.566013 -0.3 0.0 -0.5 -0.544
H 1.092072 1.745633 0.067954 0.0 0.1 0.2 0.329
H -1.191528 1.214907 -0.410713 -0.1 -1.1 -0.4 0.245
H -1.336235 -0.034080 0.864501 0.2 0.2 0.0 0.321
H 0.748875 -1.092092 -0.310606 0.2 -0.1 0.4 0.235
H 0.340487 -1.552153 -2.486209 0.0 0.1 0.4 0.329
H 0.604104 -0.620486 2.510312 0.0 -0.2 0.0 -0.173
H 0.738182 -1.344944 2.394797 0.0 0.1 0.0 0.180
```
Forces are in eV/Å.

Entry 2:
# C3H7NO2

A structure of composition C3H7NO2 at a distorted geometry (wB97M-V/def2-TZVPD, the Open Molecules 2025 dataset).

Computed properties:
HOMO level: -8.637 eV
ΔE to the lowest compared entry with this formula, charge and spin: 4.7538 eV
HOMO-LUMO gap: 0.346 hartree
energy: -8805.77505 eV
total charge: 0

Structure (XYZ):
```
13
Properties=species:S:1:pos:R:3:forces:R:3:mulliken_charge:R:1
C -0.678861 -1.438538 0.164429 0.1 0.1 0.1 -0.839
N -0.625190 0.019791 0.317809 0.3 -0.1 0.4 0.034
C 0.243867 0.735910 -0.682465 -0.2 0.1 0.6 0.307
C 1.567248 0.846784 -0.582075 -0.2 -0.1 -0.2 -0.844
O -0.325792 0.265987 1.694244 0.0 -0.1 -0.5 -0.426
O -0.707836 1.231734 -1.431413 -0.4 -0.4 0.3 -0.671
H -0.179230 1.222745 1.740782 0.0 -0.1 -0.1 0.385
H -1.419914 0.704491 -0.496558 0.5 0.5 -0.7 0.527
H 0.280526 -1.876121 0.440178 0.0 0.0 0.0 0.329
H -1.467428 -1.826746 0.806350 0.0 0.0 0.0 0.287
H -0.903866 -1.651074 -0.878917 0.0 0.0 0.0 0.341
H 2.095796 0.332217 0.206189 0.0 -0.1 0.0 0.283
H 2.120681 1.432820 -1.298553 0.0 0.0 0.0 0.288
```
Forces are in eV/Å.

Entry 3:
# C3H7NO2

A cluster of 3 separate species, C3H7NO2 in total (wB97M-V/def2-TZVPD, the Open Molecules 2025 dataset).

Computed properties:
HOMO level: -10.189 eV
ΔE to the lowest compared entry with this formula, charge and spin: 1.7932 eV
HOMO-LUMO gap: 0.395 hartree
energy: -8808.73568 eV
total charge: 0
SMILES: N=C=O.C=C.O

Structure (XYZ):
```
13
Properties=species:S:1:pos:R:3:forces:R:3:mulliken_charge:R:1
N 0.737261 -0.607038 -1.741576 -0.2 -0.5 0.2 -0.521
C 0.240906 -1.636526 -1.311774 -0.1 -0.3 0.1 0.678
O -0.253665 -2.563130 -0.805357 0.4 0.7 -0.4 -0.391
H 1.148712 -0.532549 -2.658440 0.0 -0.1 0.0 0.212
C -0.954560 -0.681896 1.600982 0.0 0.0 0.0 -0.574
C -0.680701 0.575423 1.278317 0.0 -0.1 0.0 -0.499
H -0.202293 -1.344250 2.021724 -0.1 0.1 0.0 0.269
H -1.942084 -1.111884 1.455521 0.1 0.1 0.0 0.256
H -1.442189 1.228156 0.856676 0.0 -0.1 0.1 0.193
H 0.304446 1.014865 1.403498 -0.1 -0.1 0.1 0.355
O 1.352515 2.080777 -0.606231 -0.1 0.0 -0.1 -0.653
H 1.223960 1.133287 -0.767509 0.0 0.1 0.0 0.356
H 0.467693 2.444766 -0.725832 0.1 0.0 0.0 0.317
```
Forces are in eV/Å.

Entry 4:
# C3H7NO2

A cluster of 2 separate species, C3H7NO2 in total at a distorted geometry (wB97M-V/def2-TZVPD, the Open Molecules 2025 dataset).

Computed properties:
HOMO level: -8.921 eV
ΔE to the lowest compared entry with this formula, charge and spin: 1.6391 eV
HOMO-LUMO gap: 0.362 hartree
energy: -8808.88975 eV
total charge: 0
SMILES: C=CN.O=CO

Structure (XYZ):
```
13
Properties=species:S:1:pos:R:3:forces:R:3:mulliken_charge:R:1
C 2.471697 -0.721573 0.009064 0.3 -0.4 0.4 -0.793
C 1.229137 -0.397744 -0.326166 0.1 0.3 0.4 0.192
N 0.070078 -0.802046 0.405314 0.8 -0.4 -1.2 -0.601
H 3.361701 -0.193864 -0.300815 -0.2 -0.1 -0.7 0.244
H 2.683475 -1.530578 0.702396 -0.2 0.2 0.3 0.203
H 1.043153 0.270592 -1.156283 -0.1 0.4 0.2 0.280
H 0.253053 -1.732821 0.761660 -0.3 0.0 0.4 0.238
H -0.718866 -0.860266 -0.230190 -0.2 -0.2 0.2 0.230
O -2.827325 0.059021 0.036015 0.2 -0.3 0.3 -0.484
C -2.441417 1.171187 -0.159752 -0.3 1.4 -0.7 0.204
O -1.230223 1.696238 0.095489 -0.3 -1.1 1.2 -0.427
H -3.056673 1.973464 -0.596820 -0.1 -0.2 -0.2 0.333
H -0.837787 1.068384 0.760085 0.4 0.3 -0.8 0.382
```
Forces are in eV/Å.

Entry 5:
# C3H7NO2

A cluster of 2 separate species, C3H7NO2 in total at a distorted geometry (wB97M-V/def2-TZVPD, the Open Molecules 2025 dataset).

Computed properties:
HOMO level: -8.067 eV
ΔE to the lowest compared entry with this formula, charge and spin: 3.2822 eV
HOMO-LUMO gap: 0.284 hartree
energy: -8807.24668 eV
total charge: 0

Structure (XYZ):
```
13
Properties=species:S:1:pos:R:3:forces:R:3:mulliken_charge:R:1
C -2.409558 -0.290693 0.365906 0.0 0.8 2.1 -0.075
C -2.750531 0.794517 1.105931 -0.1 -2.4 -1.3 -0.642
N -0.996120 -0.517823 0.044333 1.4 -1.4 -1.5 -0.409
H -3.039866 -1.158788 0.123878 0.2 0.7 0.3 0.290
H -3.701607 0.796455 1.605216 -0.5 0.2 -0.4 0.258
H -2.115802 1.629444 1.278366 0.7 0.3 0.2 0.300
H -0.242598 -0.663477 0.794291 -1.4 0.6 -0.8 0.389
H -0.824820 -1.390029 -0.568933 -0.3 1.8 1.0 0.401
H -0.579752 0.228369 -0.552693 0.5 -0.5 0.2 0.417
O 1.273953 -0.466667 -1.119424 -1.8 0.0 0.2 -0.706
C 2.362538 -0.014483 -0.686557 0.0 0.4 1.2 0.024
O 2.614291 0.664400 0.319267 -0.7 -0.2 -0.2 -0.640
H 3.156638 -0.335128 -1.300886 1.9 -0.3 -1.0 0.393
```
Forces are in eV/Å.

Entry 6:
# C3H7NO2

A cluster of 2 separate species, C3H7NO2 in total at a distorted geometry (wB97M-V/def2-TZVPD, the Open Molecules 2025 dataset).

Computed properties:
HOMO level: -10.327 eV
ΔE to the lowest compared entry with this formula, charge and spin: 1.4169 eV
HOMO-LUMO gap: 0.413 hartree
energy: -8809.11195 eV
total charge: 0
SMILES: CC(=O)O.C=N

Structure (XYZ):
```
13
Properties=species:S:1:pos:R:3:forces:R:3:mulliken_charge:R:1
C -0.552244 -1.009728 0.866481 0.5 -0.6 0.1 -0.534
C -1.073497 -0.111244 1.925061 -1.1 0.3 -0.5 0.657
O -0.524519 0.244607 2.922836 0.6 0.1 0.5 -0.544
O -2.318783 0.377835 1.608726 0.6 0.6 0.4 -0.463
H -1.332155 -1.407007 0.226084 -0.1 0.2 -0.1 0.273
H -0.001888 -1.837718 1.315271 -0.1 0.1 0.1 0.283
H 0.169175 -0.442670 0.275562 -0.2 0.0 -0.1 0.038
H -2.417613 1.152573 2.207484 -0.2 -0.7 -0.3 0.328
C 1.736225 0.327696 -2.525832 -0.5 0.0 0.4 -0.299
N 0.998318 0.735974 -1.578808 0.6 0.1 -0.1 -0.397
H 1.653718 -0.720054 -2.802616 0.1 0.0 -0.3 0.242
H 2.429752 0.980807 -3.053240 0.2 -0.2 -0.1 0.229
H 1.233511 1.708929 -1.387010 -0.3 0.2 0.0 0.188
```
Forces are in eV/Å.

Entry 7:
# C3H7NO2

A structure of composition C3H7NO2 at a distorted geometry (wB97M-V/def2-TZVPD, the Open Molecules 2025 dataset).

Computed properties:
HOMO level: -9.507 eV
ΔE to the lowest compared entry with this formula, charge and spin: 3.3243 eV
HOMO-LUMO gap: 0.380 hartree
energy: -8807.20452 eV
total charge: 0

Structure (XYZ):
```
13
Properties=species:S:1:pos:R:3:forces:R:3:mulliken_charge:R:1
C 1.683956 0.959429 -0.221746 0.3 0.0 -0.9 -0.644
O 0.852726 0.442037 0.775391 -0.1 -0.4 -0.1 -0.316
C 0.258451 -0.793160 0.418919 -0.4 -1.3 -0.4 -0.421
C -1.146214 -0.739626 0.009932 -0.9 -0.6 -0.2 0.485
O -1.470568 -1.812573 -0.541015 -1.4 0.6 -0.1 -0.631
N -1.927057 0.332609 0.122574 -0.3 0.2 0.1 -0.363
H 1.102640 1.213524 -1.113934 0.0 0.1 -0.1 0.282
H 2.391813 0.177272 -0.505181 0.3 0.2 -0.1 0.274
H 2.211246 1.860532 0.111663 -0.2 -0.3 0.2 0.224
H 0.360576 -1.447814 1.286637 -0.2 0.0 0.0 0.302
H 0.099322 -1.720544 -0.575470 2.5 1.9 1.6 0.343
H -2.800664 0.370229 -0.375944 0.0 -0.1 0.1 0.236
H -1.616233 1.158084 0.608180 0.2 -0.1 0.0 0.228
```
Forces are in eV/Å.

Entry 8:
# C3H7NO2

A cluster of 2 separate species, C3H7NO2 in total at a distorted geometry (wB97M-V/def2-TZVPD, the Open Molecules 2025 dataset).

Computed properties:
HOMO level: -9.991 eV
ΔE to the lowest compared entry with this formula, charge and spin: 2.6974 eV
HOMO-LUMO gap: 0.395 hartree
energy: -8807.83148 eV
total charge: 0
SMILES: CC=O.NC=O

Structure (XYZ):
```
13
Properties=species:S:1:pos:R:3:forces:R:3:mulliken_charge:R:1
C -1.554814 -1.934044 3.640044 -1.8 2.8 2.5 -1.042
C -1.622859 -2.761236 4.878171 -4.8 1.9 2.7 0.208
O -2.562381 -2.341389 5.675200 4.5 -2.7 -2.5 -0.485
H -0.711880 -1.538207 3.241050 3.5 0.6 -0.5 0.388
H -2.185072 -0.980675 3.777830 0.8 -1.4 0.6 0.295
H -2.023330 -2.239106 2.802399 -1.8 -2.4 -2.7 0.350
H -1.055854 -3.732022 5.063198 -0.5 1.3 -0.1 0.287
N 2.432480 3.202531 -4.819351 -0.2 1.9 0.4 -0.314
C 1.964308 1.984509 -4.922921 -1.0 -3.7 0.3 0.176
O 1.174243 1.544071 -4.094277 0.2 0.2 -0.9 -0.564
H 3.141181 3.618435 -5.348103 0.9 0.2 -1.1 0.196
H 1.875394 3.827244 -4.258733 0.2 -0.1 0.3 0.232
H 2.317488 1.269779 -5.761336 -0.1 1.4 0.9 0.274
```
Forces are in eV/Å.

- The lowest energy belongs to which entry?
  number 6

- Which value of HOMO-LUMO gap does entry 8 give?
  0.395 hartree

- ΔE to the lowest compared entry with this formula, charge and spin of number 7 (C3H7NO2)?
  3.3243 eV